# 1
This record from the Open Molecules 2025 dataset describes one molecule with the formula C3H4N2O. The level of theory is ωB97M-V/def2-TZVPD.

- Electronic energy: -8200.9861 eV
- Spin multiplicity: 1
- Energy above the lowest of the compared OMol25 structures with the same formula, charge and spin: 66.9 kcal/mol
- Highest occupied orbital energy: -0.3430 hartree
- Charge: 0
- HOMO-LUMO gap: 10.057 eV

Positions of all 10 atoms, in Å:
1 C -0.87762 0.49088 -0.19205
2 N -0.16655 1.54521 -0.47257
3 C -0.10636 -0.80591 -0.01485
4 O -0.80343 -1.72272 0.80368
5 C 1.23487 -0.57800 0.47242
6 N 2.27920 -0.23189 0.79526
7 H -1.74613 -1.49013 0.75750
8 H -0.65641 2.41921 -0.59719
9 H 0.85570 1.60102 -0.51010
10 H -0.01331 -1.22765 -1.04207

# 2
This record from the Open Molecules 2025 dataset describes a 11-piece molecular cluster, C40H68NO32P2 overall. The level of theory is ωB97M-V/def2-TZVPD.

- Electronic energy: -128168.3601 eV
- Spin multiplicity: 1
- Highest occupied orbital energy: -0.1022 hartree
- Charge: -1
- HOMO-LUMO gap: 4.165 eV

Positions of all 143 atoms, in Å:
1 C -0.62349 -2.99709 -1.92546
2 C -1.08463 -1.53312 -2.07093
3 O -0.11869 -0.62819 -1.60075
4 C -0.42098 -0.08543 -0.30867
5 C 0.60137 0.96392 0.09317
6 P 1.43383 0.73112 1.83455
7 C -0.29113 0.78181 2.73173
8 C -0.64988 -0.29099 3.76589
9 O -0.41093 -1.63272 3.35190
10 C -0.03106 -0.12215 5.16545
11 N 1.12529 -0.98042 5.44612
12 P 3.62301 0.83427 1.06840
13 C 3.64256 2.15966 -0.23208
14 C 4.03275 -0.73380 0.14211
15 C 2.96826 -1.30719 -0.78972
16 H -1.27234 -3.54023 -1.23621
17 H 0.38545 -3.01065 -1.51676
18 H -0.64796 -3.50861 -2.88855
19 H -1.28038 -1.29833 -3.12092
20 H -2.03368 -1.39706 -1.54245
21 H -0.47095 -0.90460 0.42670
22 H -1.40562 0.39515 -0.36668
23 H 0.10518 1.93919 0.09796
24 H 1.32536 0.99559 -0.72204
25 H 1.37976 -0.73504 1.64359
26 H 2.03702 0.56570 3.14403
27 H 1.53816 2.20620 1.95191
28 H -0.26470 1.72022 3.29910
29 H -1.14678 0.88589 2.05311
30 H -1.73599 -0.18144 3.91482
31 H -0.40174 -1.64894 2.39434
32 H 0.21347 0.93439 5.31267
33 H -0.80506 -0.39213 5.89504
34 H 1.62272 -1.19658 4.59100
35 H 1.77629 -0.46365 6.01641
36 H 4.63441 2.60417 -0.31401
37 H 2.93071 2.94057 0.04032
38 H 3.31031 1.73996 -1.18281
39 H 4.21751 -1.44581 0.95095
40 H 4.98784 -0.58343 -0.37052
41 H 3.32779 -2.24615 -1.23258
42 H 2.69745 -0.64335 -1.60821
43 H 2.08366 -1.56957 -0.21249
44 C 2.08422 1.95955 -4.74055
45 C 1.84753 3.31139 -5.38747
46 O 1.20159 4.03729 -4.33552
47 C 1.54567 3.46804 -3.15152
48 O 1.30714 3.95373 -2.09282
49 O 2.18758 2.30283 -3.35300
50 H 2.99408 1.47065 -5.07683
51 H 1.23910 1.28037 -4.86685
52 H 2.77771 3.81796 -5.64678
53 H 1.20857 3.26744 -6.26454
54 C 2.90480 -5.07073 -2.54323
55 C 3.86709 -6.03221 -3.21313
56 O 3.83929 -5.57860 -4.57869
57 C 3.44660 -4.28630 -4.58432
58 O 3.47436 -3.57804 -5.54372
59 O 3.02082 -3.90688 -3.37155
60 H 3.16888 -4.82634 -1.51846
61 H 1.87110 -5.41810 -2.57484
62 H 4.88497 -5.93255 -2.83373
63 H 3.56522 -7.07058 -3.15084
64 C -5.05432 -1.01342 6.35804
65 C -4.09301 -0.24082 5.48250
66 O -4.83956 0.96034 5.21400
67 C -5.73842 1.13634 6.20646
68 O -6.39196 2.12103 6.35604
69 O -5.80766 0.04166 6.99078
70 H -4.57057 -1.63292 7.10701
71 H -5.73565 -1.62226 5.77484
72 H -3.16859 0.02939 5.99352
73 H -3.84733 -0.75303 4.55705
74 C 4.48955 -1.13164 -8.75530
75 C 4.53474 -1.06413 -7.24186
76 O 4.49864 0.35338 -7.00790
77 C 3.92647 0.94624 -8.07398
78 O 3.58493 2.08499 -8.10820
79 O 3.78084 0.06839 -9.09182
80 H 3.95771 -1.99983 -9.13333
81 H 5.48198 -1.08888 -9.20792
82 H 3.66603 -1.52172 -6.77194
83 H 5.43348 -1.49461 -6.81141
84 C -4.74243 3.82257 1.68855
85 C -3.25480 3.78731 1.39922
86 O -3.10298 2.51159 0.76899
87 C -4.27982 2.14354 0.23812
88 O -4.45571 1.21686 -0.48625
89 O -5.26947 2.98266 0.64879
90 H -5.17679 4.81680 1.62452
91 H -4.98935 3.37930 2.65468
92 H -2.94002 4.56151 0.69828
93 H -2.63566 3.83551 2.29027
94 C 4.29405 2.09325 8.47188
95 C 3.72725 3.18677 7.58461
96 O 3.87993 2.63021 6.28290
97 C 3.93177 1.27648 6.38937
98 O 3.87575 0.52235 5.48386
99 O 4.04347 0.91837 7.70426
100 H 3.80355 2.01927 9.43935
101 H 5.37153 2.19571 8.61892
102 H 2.66601 3.36445 7.77064
103 H 4.26677 4.12788 7.65398
104 C -8.91026 3.73427 -0.82013
105 C -8.95991 3.71762 0.69473
106 O -8.99876 5.11340 1.00999
107 C -9.49896 5.78022 -0.05749
108 O -9.81497 6.92376 -0.05441
109 O -9.58895 4.95764 -1.12971
110 H -9.42154 2.89478 -1.28265
111 H -7.88917 3.78868 -1.19970
112 H -9.86539 3.24622 1.08095
113 H -8.08811 3.24804 1.14231
114 C 5.20872 -11.17286 -5.16815
115 C 5.01179 -9.80057 -5.78652
116 O 4.40183 -9.07653 -4.71517
117 C 4.73382 -9.67428 -3.54698
118 O 4.52240 -9.21239 -2.47445
119 O 5.33801 -10.86255 -3.77697
120 H 6.09875 -11.68669 -5.52000
121 H 4.33992 -11.81908 -5.30273
122 H 5.95586 -9.31755 -6.04246
123 H 4.36028 -9.80145 -6.65557
124 C 1.43973 6.71222 -0.57986
125 C 2.39809 7.85929 -0.83060
126 O 2.11109 8.74856 0.25516
127 C 1.56314 8.02121 1.26213
128 O 1.36272 8.44300 2.35588
129 O 1.27934 6.77284 0.84705
130 H 1.82678 5.75025 -0.89129
131 H 0.46613 6.87181 -1.04559
132 H 3.44198 7.54830 -0.76309
133 H 2.23356 8.36480 -1.77864
134 C -7.24708 -2.65111 1.85121
135 C -6.00860 -3.19430 1.16232
136 O -5.05150 -3.18993 2.22389
137 C -5.71000 -3.23328 3.39969
138 O -5.18913 -3.38150 4.45747
139 O -7.03953 -3.05550 3.21046
140 H -8.17630 -3.06982 1.47500
141 H -7.29849 -1.56193 1.81568
142 H -6.14060 -4.22036 0.81476
143 H -5.65743 -2.57614 0.34093

# 3
This record from the Open Molecules 2025 dataset describes a 3-piece molecular cluster, C4H15N2O2 overall. The level of theory is ωB97M-V/def2-TZVPD.

- Electronic energy: -11456.6327 eV
- Spin multiplicity: 1
- Energy above the lowest of the compared OMol25 structures with the same formula, charge and spin: 106.7 kcal/mol
- Highest occupied orbital energy: -0.4940 hartree
- Charge: +1
- HOMO-LUMO gap: 6.647 eV

Positions of all 23 atoms, in Å:
1 C 0.70699 -2.27968 0.31348
2 C 1.33317 -0.88584 -0.05599
3 C 0.41141 -0.05890 -0.77447
4 C -0.76761 0.57136 -0.15295
5 N -0.48550 1.63778 0.76040
6 N -0.04289 -2.99683 -0.70055
7 H 0.10821 -2.11300 1.20100
8 H 1.49091 -2.91158 0.74260
9 H 2.35111 -0.82618 -0.45579
10 H 1.47025 -0.32813 0.88679
11 H 0.42680 0.01332 -1.86535
12 H -1.45403 -0.17503 0.26615
13 H -1.35502 1.05192 -0.93786
14 H 0.15637 1.69419 1.53839
15 H -0.43174 2.49764 0.24449
16 H 0.52765 -3.58914 -1.28494
17 H -0.58602 -2.36411 -1.26179
18 H -4.09679 1.09207 -0.03450
19 H -4.22399 2.21171 0.96864
20 O -3.57401 1.77594 0.40340
21 H 2.42684 1.48393 -0.47016
22 H 3.10675 2.61820 0.26282
23 O 2.50114 1.88037 0.40618